1.
77
Properties=species:S:1:pos:R:3 method="wB97M-V/def2-TZVPD" homo_lumo_gap_ev=7.20 charge=+1 lumo_ev=-3.415 de_lowest_ev=1.794
Te -2.40 -0.75 1.26
Zr 0.76 -1.68 -0.69
S -0.11 -4.17 -1.58
S 3.34 -2.39 -1.50
P -0.57 0.55 -1.36
P 0.81 -0.23 1.46
O -1.28 -4.90 -1.90
O 2.46 -1.27 -2.00
O 2.62 -2.78 -0.21
O 0.20 -2.97 -2.41
O -0.14 -3.54 -0.19
O 2.88 -3.60 -2.52
N -4.00 3.81 2.05
C 0.68 1.75 3.40
C 0.49 2.85 -2.47
C -3.16 3.23 2.90
C -0.15 0.01 5.40
C 3.48 -0.08 1.06
C -4.26 1.20 -3.00
C 0.19 5.05 -1.56
C -4.05 1.77 0.79
C 3.59 -5.81 -2.05
C -0.27 2.32 -1.43
C 2.38 1.94 0.35
C -2.70 1.92 2.76
C 0.48 0.40 3.12
C 0.72 4.21 -2.54
C 4.77 1.73 0.17
C 1.29 -5.24 -1.63
C 1.04 -6.56 -1.25
C 0.44 2.23 4.68
C 3.61 2.47 -0.01
C 2.06 -7.49 -1.25
C 3.33 -7.12 -1.65
C -2.20 0.31 -2.12
C -4.70 -0.08 -3.28
C -0.80 3.17 -0.45
C -3.01 1.40 -2.43
C -4.45 3.08 1.03
C -0.61 -0.12 0.30
C 4.71 0.46 0.72
C -0.57 4.53 -0.52
C 2.58 -4.87 -2.04
C -3.13 1.19 1.66
C 0.08 -0.47 4.12
C 2.30 0.65 0.88
C 0.03 1.36 5.68
C -3.89 -1.17 -2.99
C -2.64 -0.98 -2.43
H -4.43 1.23 -0.06
H -4.88 2.05 -3.24
H -0.98 5.18 0.23
H -0.46 -0.68 6.18
H -2.67 2.41 -2.22
H 1.01 2.44 2.63
H 4.13 -7.84 -1.67
H -1.39 2.75 0.36
H -0.15 1.73 6.68
H 0.38 6.12 -1.61
H -2.83 3.83 3.73
H -0.05 -1.53 3.90
H 1.49 2.54 0.24
H 0.04 -6.84 -0.97
H 0.59 3.28 4.90
H 4.57 -5.51 -2.39
H 0.91 2.19 -3.22
H 3.44 -1.08 1.48
H 1.31 4.62 -3.34
H 5.72 2.15 -0.12
H -5.15 3.56 0.36
H -2.02 -1.84 -2.24
H -5.68 -0.23 -3.72
H -2.02 1.51 3.48
H 1.86 -8.51 -0.95
H 5.61 -0.11 0.87
H 3.65 3.47 -0.42
H -4.23 -2.18 -3.22


2.
80
Properties=species:S:1:pos:R:3 method="wB97M-V/def2-TZVPD" homo_lumo_gap_ev=8.05 lumo_ev=-1.823 de_lowest_ev=0.000
O 1.97 0.99 4.76
O -0.61 -1.30 -1.05
O -8.53 -1.99 1.86
O -0.48 0.34 -5.85
O -1.63 1.97 -4.79
O 3.93 -2.71 -3.25
O -0.71 0.60 7.93
O 4.82 0.79 -2.08
O 0.63 1.36 0.02
O 4.81 -2.08 1.43
O 6.11 -0.70 -7.02
O -1.52 1.60 -0.74
O -2.06 -0.90 3.08
O -2.35 -0.16 -4.70
O -5.24 2.13 1.04
O 0.20 1.18 -2.18
C -0.85 0.25 6.79
C 0.52 -2.04 -3.00
C 4.53 0.12 -5.53
C 1.73 -2.17 -3.50
C 4.51 0.14 2.27
C 6.64 0.55 -3.68
C -0.19 1.80 1.09
C 3.78 0.93 3.06
C 3.25 -1.95 3.18
C -8.30 0.41 1.39
C -1.21 1.27 5.75
C 0.46 -1.75 -1.55
C 2.50 -1.13 3.92
C 5.88 -0.27 -5.89
C -1.73 0.90 4.57
C 5.19 0.66 -3.22
C -1.60 1.41 0.72
C -6.32 -1.14 1.93
C -2.91 2.05 -4.18
C 2.92 -1.94 -1.28
C -1.37 0.69 -5.16
C -0.19 1.35 -1.09
C -7.41 1.33 1.00
C 1.74 -1.70 -0.74
C -5.95 1.13 1.18
C -1.68 -0.55 4.18
C -3.06 0.61 -3.67
C -1.08 -1.58 5.14
C 6.93 0.08 -4.87
C -5.46 -0.13 1.79
C -7.77 -1.01 1.77
C -0.72 -1.20 6.39
C 2.91 -2.30 -2.70
C 2.69 0.37 3.99
C 4.17 0.55 -4.33
C 4.27 -1.37 2.23
H 5.35 0.51 1.59
H -4.12 0.31 -3.67
H -2.90 2.81 -3.37
H 7.94 -0.08 -5.22
H -7.65 2.32 0.64
H 1.66 -1.39 0.27
H 3.13 -3.03 3.15
H -2.23 1.60 3.90
H 3.16 0.84 -4.08
H -4.38 -0.17 1.85
H -0.42 -1.89 -3.54
H -1.10 -2.58 4.86
H -1.88 0.42 0.92
H 2.00 -2.22 -4.51
H 7.35 0.91 -2.90
H -3.65 2.22 -4.96
H -9.39 0.45 1.43
H -0.31 -1.80 7.21
H -5.96 -2.11 2.24
H 0.29 1.34 1.91
H 3.88 1.99 3.08
H -1.13 2.24 6.11
H -2.46 2.12 0.97
H -2.48 0.35 -2.80
H 3.82 0.00 -6.37
H 3.83 -1.99 -0.74
H -0.20 2.89 1.14
H 1.72 -1.56 4.51


3.
82
Properties=species:S:1:pos:R:3 method="wB97M-V/def2-TZVPD" homo_lumo_gap_ev=6.27 charge=-2 lumo_ev=3.639 de_lowest_ev=7.809
Se -2.56 -2.03 -3.76
Se 1.45 0.03 2.78
Ca 2.14 3.42 0.01
P -0.17 -0.66 1.65
P 0.56 5.29 1.48
P -1.98 -2.00 -1.73
P 3.28 4.60 2.79
O 2.00 5.53 2.58
O 0.11 5.13 -0.35
O 3.52 3.85 1.48
O 0.63 3.61 1.58
O 4.41 5.27 3.48
O 1.46 5.60 0.13
O 2.69 3.48 3.82
N 0.60 0.81 -0.48
N -0.36 0.03 -2.29
N 0.45 0.95 -1.80
C -0.13 -0.28 -0.10
C 4.98 1.80 -4.14
C -2.22 -4.75 -1.35
C -2.11 -0.25 3.61
C -3.43 -1.69 -0.67
C -3.89 1.36 3.45
C 3.40 2.71 -1.89
C -1.73 -6.04 -1.23
C 0.51 -5.17 -1.12
C -0.14 -5.21 2.40
C -1.32 -4.52 2.60
C -2.43 0.99 1.57
C 3.85 3.61 -2.94
C 5.01 4.10 -5.06
C -3.79 -2.46 0.43
C 0.99 -4.54 1.92
C 3.81 1.40 -2.06
C -3.50 1.65 2.15
C 3.92 5.88 -3.86
C -4.92 -2.13 1.18
C -3.19 0.40 4.18
C -0.77 -0.76 -1.27
C -5.35 -0.27 -0.28
C 4.59 0.94 -3.15
C -0.27 -2.48 1.85
C -1.38 -3.15 2.33
C 4.67 5.42 -4.97
C -1.35 -3.66 -1.32
C 3.53 5.00 -2.89
C 4.62 3.17 -4.06
C -4.22 -0.59 -1.02
C -5.69 -1.04 0.83
C -1.73 0.03 2.29
C 0.92 -3.18 1.65
C -0.36 -6.25 -1.12
C 0.02 -3.87 -1.22
H 2.95 5.37 -2.05
H 1.80 -2.65 1.30
H -4.03 2.41 1.58
H -3.94 0.01 -1.89
H 1.45 3.43 2.06
H 0.03 -7.26 -1.04
H 3.50 0.65 -1.33
H -5.18 -2.73 2.05
H -2.31 -2.61 2.51
H -0.09 -6.27 2.61
H 1.58 -5.33 -1.05
H -3.28 -4.58 -1.50
H -1.52 -0.94 4.20
H -4.73 1.88 3.89
H 1.92 -5.08 1.77
H 0.70 -3.03 -1.23
H 3.27 3.51 4.59
H 4.87 -0.11 -3.21
H -2.12 1.23 0.56
H -3.18 -3.31 0.71
H -5.95 0.59 -0.56
H -2.20 -5.04 2.97
H 4.98 6.11 -5.75
H -6.57 -0.78 1.42
H -2.41 -6.88 -1.24
H 5.58 1.45 -4.98
H 3.66 6.93 -3.79
H 5.58 3.73 -5.91
H -3.47 0.19 5.20